C10H12AsCoNO4S as an isolated structure, computed with wB97M-V/def2-TZVPD.

Each line ends with the natural charge from an NBO analysis.
Positions of all 30 atoms, in Å:
1 Co -0.97470 -0.12361 -1.23408  1.17
2 O 0.33003 -3.48068 -2.70552  -0.60
3 C 0.03695 -2.35040 -2.38411  0.75
4 O -0.99089 -1.97249 -1.66703  -0.77
5 C 0.91952 -1.17209 -2.80278  0.11
6 C 2.19098 -1.16953 -3.34361  -0.20
7 C 2.82661 0.06215 -3.50046  -0.15
8 C 2.21087 1.25170 -3.11081  -0.21
9 C 0.93886 1.17075 -2.57740  0.11
10 N 0.35780 -0.01594 -2.48171  -0.45
11 C 0.07960 2.26291 -1.93535  0.75
12 O 0.39306 3.42871 -2.03588  -0.61
13 O -0.95154 1.77577 -1.29267  -0.78
14 H 2.66136 -2.10622 -3.60659  0.25
15 H 3.83086 0.09292 -3.90333  0.22
16 H 2.69637 2.21377 -3.19264  0.25
17 C -2.66707 -0.80690 2.41367  -0.98
18 As -0.90318 -0.06330 2.51622  1.48
19 C -0.04432 -0.88207 4.02191  -0.97
20 C -1.11973 1.79346 2.94694  -0.97
21 S 0.24188 -0.38165 0.79084  -0.67
22 H -3.14377 -0.74854 3.39139  0.24
23 H -2.58761 -1.84226 2.08986  0.26
24 H -3.24636 -0.24368 1.68481  0.25
25 H -0.58878 -0.66303 4.93898  0.24
26 H 0.96919 -0.49161 4.08222  0.26
27 H -0.00682 -1.95536 3.84940  0.26
28 H -1.52706 1.89979 3.95160  0.24
29 H -1.78771 2.24811 2.21811  0.26
30 H -0.14441 2.26933 2.87802  0.26

Cartesian forces (eV/Å) of the 2 atoms listed first:
Co -0.68 -0.07 0.30
O -0.01 0.11 0.01

Output
- Strongest force on any atom: 0.74 eV Å⁻¹
- Kohn-Sham gap (spin up / spin down): 8.9417 / 8.8967 eV
- Total energy: -129546.703 eV
- Multiplicity: 2
- LUMO energy (spin up / spin down): 0.00 / -0.07 eV
- Relative energy (zero: lowest compared OMol25 entry of this formula, charge and spin): 0.0 kcal/mol

C4H15BO6Si2Tm as an isolated structure, computed with wB97M-V/def2-TZVPD.

Each line ends with the natural charge from an NBO analysis.
Positions of all 29 atoms, in Å:
1 C 2.06341 -1.76857 1.14143  -0.65
2 C 1.79546 -1.99644 -0.33106  -0.08
3 O 1.57476 -0.79812 -1.11402  -0.48
4 C 2.51065 0.18801 -1.01726  -0.12
5 C 2.03683 1.33127 -0.06564  -0.04
6 O 0.76785 1.72595 -0.37426  -0.83
7 Si -0.31802 2.34172 0.76257  1.67
8 O -1.74414 1.54884 0.81544  -1.23
9 Si -2.83733 1.39435 -0.40013  1.67
10 O -4.03335 0.27273 0.10349  -0.93
11 B -4.02404 -1.04400 0.01533  1.26
12 O -5.34093 -1.58707 -0.30304  -0.28
13 O -3.01751 -1.90642 0.18464  -0.83
14 H 3.07412 -1.41473 1.34754  0.19
15 H 1.89317 -2.69325 1.68411  0.28
16 H 1.36092 -1.04057 1.55034  0.20
17 H 2.58436 -2.59478 -0.78942  0.20
18 H 0.88245 -2.57000 -0.44149  0.22
19 H 2.61101 0.64629 -2.02010  0.20
20 H 3.51229 -0.22244 -0.73572  0.15
21 H 2.69785 2.23429 -0.18950  -0.06
22 H 2.10232 1.01269 0.98529  0.23
23 H -0.56966 3.73072 0.36534  -0.18
24 H 0.35526 2.23523 2.06613  -0.21
25 H -3.51948 2.66346 -0.62190  -0.16
26 H -2.20605 0.87905 -1.62516  -0.20
27 H -5.41037 -2.00013 -1.20130  0.55
28 H -3.22346 -2.73697 0.65019  0.55
29 Tm 4.42162 2.16888 -0.44181  1.91

Cartesian forces (eV/Å) of the 2 atoms listed first:
C -0.22 0.50 -0.13
C 0.02 -0.53 0.20

Output
- Strongest force on any atom: 3.83 eV Å⁻¹
- Kohn-Sham gap (spin up / spin down): 7.4306 / 5.0286 eV
- Total energy: -62609.754 eV
- Multiplicity: 3
- Net charge: +3
- LUMO energy (spin up / spin down): -12.05 / -14.45 eV

An isolated ion of composition C3H7ClN3 and charge +1, computed with wB97M-V/def2-TZVPD.

Each line ends with the natural charge from an NBO analysis.
Positions of all 14 atoms, in Å:
1 C 1.62041 -0.06508 0.49230  0.12
2 C 0.23007 -0.23402 -1.48935  0.10
3 C -1.23547 0.87457 1.54438  -0.48
4 N -0.82885 0.10027 -0.62017  -0.30
5 N -0.57116 0.98827 0.25010  0.01
6 N 1.48765 -0.51264 -0.66914  -0.55
7 Cl -0.16387 -1.78260 -2.43441  0.01
8 H 2.40685 -0.34314 1.24024  0.23
9 H 0.59158 0.49535 -2.29282  0.28
10 H -0.88809 -0.14534 1.96930  0.23
11 H -0.79645 1.61316 2.26958  0.27
12 H -2.22849 0.95606 1.36060  0.23
13 H -1.58121 -0.64127 -0.33926  0.40
14 H 1.95704 -1.30360 -1.28136  0.44

Cartesian forces (eV/Å) of the 2 atoms listed first:
C -0.50 0.07 0.73
C 0.39 -0.24 -2.96

Output
- Strongest force on any atom: 4.87 eV Å⁻¹
- Kohn-Sham gap (spin up / spin down): 8.0640 / 8.0659 eV
- Total energy: -20205.173 eV
- Net charge: +1
- LUMO energy (spin up / spin down): -5.46 / -5.46 eV
- Relative energy (zero: lowest compared OMol25 entry of this formula, charge and spin): 128.4 kcal/mol

C26H41MoN2S as an isolated structure, computed with wB97M-V/def2-TZVPD.

Each line ends with the Löwdin charge.
Positions of all 71 atoms, in Å:
1 C -1.84253 1.59423 -0.22386  -0.29
2 C -2.50588 0.33624 -0.52953  -0.29
3 C -2.17889 -0.00866 -1.87997  -0.24
4 C -1.24256 0.95642 -2.38651  -0.26
5 C -1.04986 1.96812 -1.37974  -0.29
6 Mo -0.20153 0.07226 -0.46897  1.38
7 C 2.79471 -1.47501 -1.15831  -0.52
8 C 2.19482 -0.32158 -0.32503  -0.12
9 H 2.49097 -0.30685 0.73052  0.08
10 C 1.72631 0.94505 -0.82474  -0.15
11 H 1.85961 1.24493 -1.88811  0.10
12 H 1.70712 1.83752 -0.14457  0.10
13 C 4.12340 -1.97284 -0.61702  0.01
14 H 4.00408 -2.29974 0.38750  0.10
15 H 4.46100 -2.82668 -1.16465  0.10
16 H 4.89958 -1.23406 -0.67477  0.11
17 C 2.97118 -1.00559 -2.65235  0.05
18 H 2.06024 -0.58233 -3.05689  0.07
19 H 3.80579 -0.30260 -2.78877  0.13
20 H 3.16045 -1.88300 -3.27285  0.12
21 C -3.49597 -0.38932 0.33764  -0.01
22 H -3.65060 0.14040 1.29113  0.07
23 H -4.46250 -0.44624 -0.19550  0.12
24 H -3.15289 -1.42139 0.54534  0.10
25 C -2.93625 -1.01812 -2.65331  0.00
26 H -2.72180 -2.03066 -2.30850  0.10
27 H -4.01511 -0.87055 -2.54583  0.12
28 H -2.70808 -0.96122 -3.71637  0.11
29 C -0.67950 1.00251 -3.75465  0.01
30 H -0.37209 0.01256 -4.09632  0.09
31 H -1.41773 1.37181 -4.47280  0.13
32 H 0.18570 1.66428 -3.80971  0.09
33 C -0.28484 3.25073 -1.50699  -0.01
34 H 0.54400 3.13359 -2.21638  0.09
35 H -0.95273 4.03938 -1.88761  0.13
36 H 0.11792 3.58315 -0.53518  0.09
37 C -2.09882 2.45615 0.99182  0.01
38 H -1.25133 3.16569 1.14067  0.08
39 H -3.03477 3.04532 0.83550  0.13
40 H -2.21773 1.82381 1.90808  0.07
41 C 0.49440 -1.98287 -1.49449  -0.12
42 C 2.00499 -2.53701 -1.28211  -0.20
43 C -0.21446 -2.60446 -2.49035  -0.06
44 C 2.14043 -3.84509 -1.40207  0.01
45 H -0.14075 -1.97314 -0.56339  0.09
46 C 0.30248 -3.83023 -3.03113  0.02
47 H -0.92179 -1.96737 -3.03583  0.09
48 C 1.39439 -4.52157 -2.42045  0.09
49 H 3.01692 -4.38860 -0.93449  0.17
50 H -0.20239 -4.20488 -3.92924  0.13
51 H 1.60156 -5.58731 -2.78975  0.18
52 C -2.35148 -0.43995 3.93251  -0.04
53 N -1.33739 0.61459 3.92132  -0.16
54 C -1.18637 1.38288 5.15738  0.01
55 C -0.30352 0.54504 3.05251  -0.61
56 S -0.31190 -0.75014 1.86293  0.79
57 N 0.77014 1.37059 3.19855  -0.19
58 C 0.62000 2.81945 3.35625  -0.03
59 C 2.12367 0.92629 2.90060  -0.04
60 H -1.89949 -1.41867 4.11844  0.11
61 H -2.88414 -0.46926 2.98173  0.05
62 H -3.04767 -0.19766 4.73367  0.11
63 H -0.15338 1.33146 5.53500  0.12
64 H -1.47311 2.43423 5.01069  0.11
65 H -1.85695 0.94767 5.90075  0.11
66 H 1.02144 3.13590 4.32910  0.12
67 H 1.19708 3.32540 2.57135  0.11
68 H -0.42413 3.13888 3.26436  0.08
69 H 2.13369 -0.16177 2.84721  0.08
70 H 2.46612 1.36425 1.96073  0.08
71 H 2.78871 1.25559 3.70581  0.13

Cartesian forces (eV/Å) of the 2 atoms listed first:
C -0.74 -0.35 -0.36
C -0.03 1.09 0.08

Output
- Strongest force on any atom: 8.85 eV Å⁻¹
- Kohn-Sham gap (spin up / spin down): 6.0370 / 5.7256 eV
- Total energy: -43266.687 eV
- Net charge: +3
- LUMO energy (spin up / spin down): -11.51 / -11.99 eV
- Relative energy (zero: lowest compared OMol25 entry of this formula, charge and spin): 17.0 kcal/mol

The molecule C5H8N2O3S, computed with wB97M-V/def2-TZVPD.

Each line ends with the natural charge from an NBO analysis.
Positions of all 19 atoms, in Å:
1 N -1.51149 -1.93618 0.60827  -0.84
2 C -1.80216 -0.68411 0.04955  0.51
3 O -3.02035 -0.62487 -0.57242  -0.73
4 O -0.72460 -0.32770 -1.00587  -0.39
5 N 0.33986 0.31999 -0.46604  -0.10
6 C 0.58228 1.65440 -0.30491  0.40
7 O -0.44641 2.51166 -0.59894  -0.70
8 C 1.82944 1.77938 0.31636  -0.37
9 C 2.41839 0.48320 0.44958  -0.31
10 C 1.48748 -0.40536 -0.05680  -0.05
11 S 1.42882 -2.13473 -0.28251  0.05
12 H -1.63312 -2.07084 1.55763  0.38
13 H -2.01447 -2.78733 0.10160  0.38
14 H -1.68881 0.18017 0.84801  0.15
15 H -3.00902 -0.11362 -1.47797  0.51
16 H -0.25263 3.31966 -1.12091  0.50
17 H 2.23341 2.77804 0.31963  0.22
18 H 3.41403 0.39518 0.89932  0.24
19 H 2.36935 -2.33692 0.73643  0.14

Cartesian forces (eV/Å) of the 2 atoms listed first:
N -1.73 -2.37 -3.49
C 1.50 2.17 1.44

Output
- Strongest force on any atom: 4.56 eV Å⁻¹
- Kohn-Sham gap: 7.8118 eV
- Total energy: -25269.100 eV
- LUMO energy: 0.60 eV
- Structure (SMILES): N[C@H](O)On1c(O)ccc1S
- Relative energy (zero: lowest compared OMol25 entry of this formula, charge and spin): 82.4 kcal/mol

A 2-piece molecular cluster, C4H12 overall, computed with wB97M-V/def2-TZVPD.

Each line ends with the natural charge from an NBO analysis.
Positions of all 16 atoms, in Å:
1 C 0.29100 -1.97266 -1.20888  -0.60
2 C -0.62920 -2.38864 -0.11744  -0.60
3 H 0.85302 -1.07861 -0.91358  0.24
4 H 0.91752 -2.75543 -1.62035  0.26
5 H -0.29144 -1.75104 -2.13576  0.30
6 H -1.30187 -3.23858 -0.28363  0.29
7 H -1.33536 -1.68647 0.32991  0.23
8 H -0.11110 -2.87503 0.73400  0.30
9 C -0.14328 2.74802 0.22586  -0.59
10 C 0.51890 1.71975 1.09173  -0.56
11 H 0.36240 3.24319 -0.62123  0.31
12 H -1.05308 2.30998 -0.17328  0.26
13 H -0.46673 3.57739 0.90137  0.30
14 H 1.59030 1.64803 0.73110  0.35
15 H 0.15304 0.71017 0.88828  0.22
16 H 0.64588 1.78991 2.17191  0.28

Cartesian forces (eV/Å) of the 2 atoms listed first:
C -0.69 -0.23 0.16
C -0.70 -0.28 0.46

Output
- Strongest force on any atom: 1.54 eV Å⁻¹
- Kohn-Sham gap (spin up / spin down): 13.7071 / 2.9174 eV
- Total energy: -4330.280 eV
- Multiplicity: 2
- Net charge: +1
- LUMO energy (spin up / spin down): -2.84 / -11.66 eV
- Relative energy (zero: lowest compared OMol25 entry of this formula, charge and spin): 21.9 kcal/mol

The molecule C25H29F3N2O2, computed with wB97M-V/def2-TZVPD.

Each line ends with the natural charge from an NBO analysis.
Positions of all 61 atoms, in Å:
1 O -3.05540 -2.28431 1.59604  -0.62
2 C -3.20389 -1.53492 0.64613  0.67
3 C -2.21498 -0.44901 0.36560  -0.17
4 C -1.93681 0.48961 1.34844  -0.15
5 C -0.96614 1.45736 1.15973  -0.33
6 C -0.23573 1.48836 -0.02515  0.40
7 O 0.73252 2.38615 -0.33670  -0.52
8 C 1.27984 3.22379 0.66613  0.10
9 C 2.06848 2.42815 1.72132  -0.44
10 C 3.50533 2.18292 1.24189  -0.23
11 N 3.49826 2.11226 -0.20262  -0.45
12 C 4.58822 1.35247 -0.76630  -0.23
13 C 4.38911 -0.12022 -0.51981  -0.01
14 C 5.47049 -0.97669 -0.36055  -0.21
15 C 5.27178 -2.33027 -0.15986  -0.18
16 C 3.97853 -2.83351 -0.11456  -0.16
17 C 3.76299 -4.29735 0.13396  0.97
18 F 2.62683 -4.76091 -0.40791  -0.32
19 F 3.69516 -4.58591 1.45061  -0.33
20 F 4.75468 -5.06112 -0.35717  -0.33
21 C 2.88716 -1.98595 -0.26178  -0.18
22 C 3.09900 -0.63727 -0.46948  -0.17
23 C 3.31676 3.41996 -0.79479  -0.21
24 C 2.22200 4.19415 -0.04707  -0.41
25 C -0.50617 0.53359 -1.01024  -0.28
26 C -1.48020 -0.42119 -0.81760  -0.17
27 N -4.23143 -1.66555 -0.22738  -0.44
28 C -4.63863 -0.67460 -1.19478  -0.21
29 C -5.96033 -0.02908 -0.76711  -0.41
30 C -7.03067 -1.09962 -0.57305  -0.40
31 C -6.54227 -2.13463 0.43687  -0.41
32 C -5.20705 -2.71695 -0.02307  -0.23
33 H -2.48842 0.45926 2.27618  0.22
34 H -0.78566 2.17630 1.94348  0.22
35 H 0.47281 3.79425 1.15043  0.18
36 H 2.07348 2.97409 2.66530  0.21
37 H 1.57080 1.47134 1.88250  0.23
38 H 4.17498 2.98422 1.60306  0.16
39 H 3.87198 1.23637 1.64300  0.22
40 H 5.57534 1.67191 -0.38399  0.17
41 H 4.58793 1.51972 -1.84934  0.21
42 H 6.47672 -0.58532 -0.39395  0.21
43 H 6.11310 -2.99577 -0.04049  0.23
44 H 1.88417 -2.38266 -0.21915  0.23
45 H 2.26573 0.03627 -0.58691  0.22
46 H 4.25170 4.01168 -0.78578  0.17
47 H 3.01884 3.26930 -1.83548  0.20
48 H 2.65783 4.85151 0.70607  0.21
49 H 1.65813 4.80641 -0.74999  0.22
50 H 0.06900 0.56396 -1.92269  0.22
51 H -1.66245 -1.16399 -1.58068  0.22
52 H -3.86535 0.08740 -1.29230  0.23
53 H -4.77133 -1.16832 -2.16566  0.19
54 H -6.27172 0.69253 -1.52393  0.21
55 H -5.80454 0.50621 0.17204  0.20
56 H -7.96000 -0.64331 -0.22761  0.21
57 H -7.23164 -1.58976 -1.52898  0.19
58 H -7.27193 -2.93781 0.54648  0.21
59 H -6.40573 -1.66164 1.41122  0.20
60 H -4.80145 -3.39859 0.72627  0.25
61 H -5.33976 -3.25525 -0.96879  0.18

Cartesian forces (eV/Å) of the 2 atoms listed first:
O 0.05 -0.01 0.28
C 0.14 0.00 -0.05

Output
- Strongest force on any atom: 0.69 eV Å⁻¹
- Kohn-Sham gap: 9.1113 eV
- Total energy: -41624.644 eV
- LUMO energy: 0.71 eV
- Structure (SMILES): O=C(c1ccc(OC2CCN(Cc3ccc(C(F)(F)F)cc3)CC2)cc1)N1CCCCC1
- Relative energy (zero: lowest compared OMol25 entry of this formula, charge and spin): 0.0 kcal/mol

A 2-piece molecular cluster, C5H11N2O overall, computed with wB97M-V/def2-TZVPD.

Each line ends with the natural charge from an NBO analysis.
Positions of all 19 atoms, in Å:
1 O -1.40633 0.10246 -0.36271  -0.55
2 C -0.86036 0.67642 0.56174  0.32
3 C 0.45643 0.31393 1.07326  -0.04
4 C 1.13585 -0.88050 0.59715  -0.50
5 C 2.66418 -0.59695 0.32266  -0.25
6 C 2.10544 0.73875 -1.62724  0.01
7 N 2.80937 -0.03715 -0.99683  -0.03
8 N -4.49484 -0.02637 -0.27915  -0.31
9 H -1.33478 1.51008 1.08999  0.16
10 H 0.85367 0.88486 1.88366  0.23
11 H 1.17571 -1.68614 1.34210  0.32
12 H 0.60660 -1.21086 -0.29081  0.26
13 H 3.21193 -1.53565 0.36094  0.29
14 H 3.09859 0.09851 1.03819  0.26
15 H 2.38772 1.15172 -2.59132  0.29
16 H 1.10588 1.01524 -1.24941  0.23
17 H -5.32268 0.08852 -0.87282  0.44
18 H -3.59450 -0.30460 -0.69863  0.44
19 H -4.59787 -0.30226 0.69923  0.42

Cartesian forces (eV/Å) of the 2 atoms listed first:
O -0.44 -0.36 -0.20
C 0.44 0.49 0.43

Output
- Strongest force on any atom: 1.47 eV Å⁻¹
- Kohn-Sham gap (spin up / spin down): 8.7647 / 5.0080 eV
- Total energy: -10367.816 eV
- Multiplicity: 2
- Net charge: +2
- LUMO energy (spin up / spin down): -9.41 / -12.13 eV
- Relative energy (zero: lowest compared OMol25 entry of this formula, charge and spin): 99.2 kcal/mol